1.
Below is the molecule C27H27N5O2S at a distorted geometry, with properties calculated with ωB97M-V/def2-TZVPD.

```
62
Properties=species:S:1:pos:R:3:forces:R:3
S 2.987 0.472 1.083 0.1351 -0.0830 -0.0287
O 3.730 -3.505 0.137 -0.4217 -0.2400 -0.0373
O 1.445 0.722 -2.505 0.0756 0.1049 0.1574
N 2.072 2.060 -0.672 0.3540 0.3986 1.1752
N -1.204 -1.404 0.620 -0.0721 -0.1014 0.1093
N 1.818 3.319 -1.053 -0.2485 0.4551 -0.9029
N 1.325 -2.447 -0.301 -0.0045 -0.0671 -0.1378
N 2.680 3.298 1.029 0.2309 -0.1709 0.5525
C -1.916 0.961 0.642 0.0386 0.0491 0.1343
C -2.267 -0.468 1.002 0.1133 -0.0694 0.1149
C -0.853 -1.358 -0.788 0.1685 -0.2162 -0.2056
C 5.813 -2.741 0.257 -0.1819 -0.5210 0.0874
C -1.274 1.773 1.571 -0.1106 -0.0911 -0.0527
C 2.597 2.063 0.585 -0.3249 0.1234 -0.4647
C -0.019 -1.267 1.444 0.2433 -0.0449 0.0521
C -3.605 -0.919 0.458 -0.0722 -0.0384 0.0282
C 2.394 -0.165 -0.459 0.0528 0.3917 -0.2994
C 4.994 -3.803 0.475 0.8665 0.1868 0.0831
C -5.053 -2.669 -0.340 -0.0748 -0.0582 -0.0211
C 0.999 -2.365 1.105 -0.1428 0.1487 0.1665
C 2.108 5.506 0.044 -0.0375 -0.0091 -0.0687
C -1.089 3.539 -0.041 -0.0384 0.0383 0.0841
C 2.196 4.030 -0.003 0.0607 -0.4809 -0.1837
C -4.662 -0.023 0.354 -0.0026 -0.0255 0.0245
C 3.721 -2.234 -0.301 0.4832 0.7786 -0.2332
C 0.122 -2.498 -1.097 -0.2079 0.2062 -0.0748
C -5.898 -0.443 -0.105 -0.0954 0.0477 0.0152
C 1.952 0.833 -1.264 0.1105 -0.7383 -0.0340
C -3.819 -2.250 0.123 -0.0022 0.0188 0.0087
C -2.127 1.458 -0.641 0.0049 0.0574 0.0413
C -1.719 2.736 -0.977 -0.0349 0.0115 -0.1108
C 4.983 -1.714 -0.254 -0.5737 -0.1403 -0.0455
C -6.096 -1.766 -0.462 -0.0925 -0.0398 -0.0348
C -0.865 3.052 1.235 0.0652 0.1551 0.0085
C 2.423 -1.640 -0.784 -0.1144 -0.1420 -0.0202
H 0.445 -0.274 1.321 -0.0932 -0.1402 0.0654
H 1.226 1.610 -2.823 -0.0277 0.0159 -0.0173
H -4.519 1.010 0.637 0.0079 0.0746 -0.0133
H -0.776 4.537 -0.307 0.0359 0.0848 -0.0259
H 5.181 -4.788 0.854 -0.0907 -0.1550 0.0537
H -0.310 -1.376 2.492 0.0152 0.0430 0.0239
H -3.008 -2.953 0.233 0.0919 -0.0548 -0.0079
H 6.868 -2.687 0.433 0.2255 -0.0762 0.0686
H 1.455 5.811 0.860 -0.0567 0.0796 0.0346
H -1.761 -1.486 -1.379 0.0195 0.0458 -0.0631
H -0.386 -0.401 -1.070 -0.1048 -0.0874 -0.0004
H -2.336 -0.535 2.099 0.0719 0.0602 -0.1341
H -1.103 1.406 2.574 0.0094 -0.0662 0.0909
H -5.204 -3.707 -0.603 -0.0101 -0.0813 -0.0218
H 1.720 5.877 -0.900 -0.0186 0.1042 -0.0204
H -2.632 0.846 -1.374 -0.0452 -0.0483 -0.0632
H -0.367 3.666 1.972 0.0420 0.0595 0.0636
H -6.709 0.266 -0.184 -0.0657 0.0533 -0.0062
H 0.384 -2.484 -2.156 -0.0013 -0.0419 -0.0122
H 5.288 -0.730 -0.546 -0.0335 0.2322 -0.0492
H 3.094 5.926 0.230 0.0221 0.0753 -0.0078
H 1.912 -2.206 1.680 0.0050 -0.0878 0.0694
H -7.059 -2.093 -0.824 -0.0746 -0.0249 -0.0341
H -1.895 3.109 -1.976 -0.0216 0.0369 -0.0833
H 0.572 -3.332 1.390 0.0390 0.0282 0.1288
H 2.396 -1.704 -1.882 -0.0095 -0.0266 0.1739
H -0.369 -3.450 -0.869 -0.0816 0.0027 -0.1002
```
Forces are in eV/Å.

Output
HOMO-LUMO gap = 8.70 eV
SMILES = Cc1nc2sc([C@@H](c3ccco3)N3CCN(C(c4ccccc4)c4ccccc4)CC3)c(O)n2n1
Relative energy (zero: lowest compared OMol25 entry of this formula, charge and spin) = 33.5 kcal per mole

---

2.
Below is a structure of composition C27H27N7SV at a distorted geometry, with properties calculated with ωB97M-V/def2-TZVPD.

```
63
Properties=species:S:1:pos:R:3:forces:R:3
V 0.336 -0.333 0.490 -0.1167 -0.2599 -1.7916
S 2.747 0.226 0.739 0.3039 0.0995 -0.3137
N 3.363 0.626 -1.908 0.3797 -0.2566 -0.4480
N -1.374 0.616 -1.153 -0.1356 -0.2765 -0.3680
N 0.027 -0.496 2.465 -0.5793 0.0677 1.7392
N 0.802 -2.279 -0.190 0.3283 -1.1841 -0.7388
N 0.094 1.744 0.533 0.3148 1.5491 0.7712
N -1.565 -1.397 0.478 -0.0924 -0.8955 0.1902
N 1.663 1.780 -1.242 -0.1388 0.4533 0.2881
C 0.666 3.846 -0.468 -0.0031 0.2804 -0.0631
C 2.290 -3.971 -1.045 0.1762 -0.1087 0.0051
C 0.597 0.246 3.446 -0.1222 -0.3706 -0.3989
C -2.745 -0.523 0.484 0.3976 0.0627 -0.3186
C -0.903 -1.412 2.846 0.1785 0.3015 -0.3815
C -1.502 -2.219 1.718 0.0140 0.4932 0.0212
C -1.268 -1.595 4.160 -0.1368 -0.1715 0.1283
C -0.227 4.503 0.364 0.0451 0.2585 -0.0928
C -3.466 2.207 -2.041 -0.1207 0.0871 -0.0221
C -0.657 -0.844 5.154 -0.0669 -0.0849 0.0761
C 2.023 -2.882 -0.249 -0.5475 0.3449 0.0431
C 0.021 -3.949 -1.740 -0.2844 -0.1049 -0.1089
C 2.952 1.417 -2.980 0.4076 -0.3133 0.0007
C -0.950 3.771 1.286 -0.1124 0.0770 0.0868
C -2.597 0.504 -0.621 0.1348 -0.1933 0.1478
C -1.563 -2.300 -0.716 0.0570 0.2752 0.6648
C -2.211 2.307 -2.627 -0.0399 -0.0274 0.0166
C -3.663 1.288 -1.024 -0.1940 0.0675 -0.0859
C 1.279 -4.502 -1.830 0.1222 -0.1667 -0.0968
C 4.498 -0.313 -1.935 -0.2990 0.2521 -0.0977
C -0.186 -2.863 -0.910 0.2330 0.1516 0.4738
C 1.908 2.146 -2.572 0.0118 0.0849 0.4177
C 0.775 2.482 -0.354 0.3643 -0.4779 0.1007
C 2.586 0.848 -0.845 -0.1701 0.3792 0.3257
C 0.291 0.090 4.783 0.1063 0.1198 0.0801
C -0.743 2.409 1.350 0.2180 -0.2067 -0.2019
C -1.200 1.497 -2.151 -0.3054 -0.3011 -0.0740
H -1.263 1.804 2.080 -0.0218 -0.0596 0.0443
H 4.152 -1.312 -2.186 -0.0587 -0.0619 -0.0224
H -2.485 -2.594 1.999 -0.1724 -0.0572 -0.0016
H -1.841 -1.732 -1.587 -0.1808 0.2926 -0.3036
H 1.310 2.875 -3.097 0.1138 -0.0476 0.0873
H -0.338 5.580 0.301 0.0109 -0.0998 -0.0034
H 4.975 -0.324 -0.965 0.0327 0.0343 0.1491
H -0.865 -3.074 1.523 0.1190 -0.1440 -0.0166
H -2.023 2.990 -3.446 -0.0269 -0.0373 0.0519
H 1.330 0.971 3.125 0.0266 0.0541 -0.0618
H -2.023 -2.333 4.407 0.0527 0.0667 -0.0147
H -4.286 2.828 -2.384 0.0687 -0.0495 0.0325
H 2.790 -2.467 0.379 0.0752 0.1740 0.0544
H 1.278 4.384 -1.180 -0.0306 0.0164 0.0491
H -4.636 1.171 -0.555 0.1337 0.0079 -0.0751
H -3.661 -1.108 0.381 -0.1666 0.0285 -0.1203
H -0.816 -4.371 -2.288 0.0956 0.0689 0.0517
H 3.445 1.384 -3.940 -0.0325 -0.0334 0.1416
H 0.790 0.708 5.518 -0.0035 -0.0334 -0.0349
H -2.295 -3.103 -0.601 -0.0340 -0.0661 0.0520
H -2.799 -0.016 1.447 0.0449 0.0153 0.1228
H 5.204 0.030 -2.682 0.0453 0.0274 -0.0646
H -1.651 4.244 1.964 0.0655 -0.0312 -0.0659
H -0.211 1.536 -2.592 -0.4160 -0.1581 0.0162
H -0.921 -0.986 6.195 0.0114 0.0178 -0.0844
H 1.461 -5.354 -2.474 0.0079 0.0350 0.0351
H 3.283 -4.405 -1.037 -0.0882 0.0343 0.0060
```
Forces are in eV/Å.

Output
HOMO-LUMO gap (spin up / spin down) = 6.74 / 6.02 eV
Total charge = +2
Spin multiplicity = 2

---

3.
Below is a structure of composition C27H28AsNSTa at a distorted geometry, with properties calculated with ωB97M-V/def2-TZVPD.

```
59
Properties=species:S:1:pos:R:3:forces:R:3
Ta -0.817 -0.129 -0.428 0.9126 -0.2825 -0.8156
As -0.326 -2.093 1.428 -0.3968 0.1478 0.2005
S -1.985 1.584 -4.383 -0.0413 -0.0196 0.0146
N -1.915 0.837 -1.939 -0.2712 0.0838 0.0554
C -3.449 2.489 -0.863 -0.0080 0.0010 -0.0032
C 4.076 4.899 1.604 0.0094 -0.0047 -0.0037
C -4.262 3.580 -1.090 -0.0007 0.0016 -0.0228
C 2.258 2.970 0.846 0.0694 0.0294 0.0331
C 2.721 5.092 1.888 -0.0079 -0.0034 0.0010
C 3.640 2.787 0.561 -0.0332 0.0019 0.0008
C 1.229 -2.733 -3.303 0.0079 -0.0032 0.0330
C -0.135 -1.129 -4.497 0.0083 0.0621 0.0377
C 1.806 4.140 1.518 0.0057 -0.0222 -0.0086
C 0.883 -2.153 -2.091 0.0541 -0.0069 -0.0281
C -3.760 3.576 -3.464 0.0112 -0.0109 0.0112
C -0.493 -0.549 -3.295 -0.0946 -0.0679 -0.0199
C -4.415 4.117 -2.377 -0.0007 -0.0037 0.0145
C -1.193 -1.332 3.023 -0.0678 -0.0266 0.0076
C 2.480 -3.032 1.015 -0.0143 0.0030 -0.0086
C 1.512 -2.415 2.011 0.0231 0.0409 0.0540
C 0.531 1.129 0.127 0.0251 -0.1045 0.1810
C -2.775 1.944 -1.952 -0.0651 0.0083 -0.0616
C -0.742 -1.928 4.355 0.0093 -0.0105 -0.0036
C -1.443 0.553 -3.171 -0.0967 0.0510 0.1904
C 0.730 -2.220 -4.495 0.0047 0.0020 0.0072
C 4.534 3.754 0.944 -0.0050 0.0052 0.0027
C -0.854 -4.910 2.035 0.0039 0.0094 0.0153
C 0.016 -1.054 -2.065 -0.0815 0.0833 0.3021
C -2.933 2.480 -3.231 -0.0044 -0.0055 0.0172
C -1.169 -3.805 1.031 0.0316 -0.0459 -0.0765
C 1.358 2.008 0.470 0.0131 0.0804 -0.0340
H 0.216 -5.101 2.116 -0.0010 0.0009 0.0000
H -0.845 -4.082 0.026 -0.0057 0.0032 0.0123
H -1.324 -5.834 1.700 -0.0026 -0.0028 -0.0027
H -4.805 4.022 -0.267 -0.0044 0.0054 0.0074
H -0.994 -0.257 3.007 -0.0032 -0.0168 -0.0105
H -2.242 -3.603 0.980 0.0120 -0.0026 0.0019
H 2.088 -3.946 0.565 -0.0001 0.0109 -0.0115
H -5.069 4.966 -2.521 -0.0034 0.0026 0.0012
H 5.588 3.635 0.738 0.0008 -0.0011 -0.0024
H -3.370 2.064 0.133 0.0064 0.0000 0.0015
H -0.530 -0.754 -5.434 -0.0041 -0.0022 -0.0129
H -0.940 -2.996 4.419 0.0084 0.0099 -0.0029
H 4.790 5.656 1.902 0.0020 0.0015 -0.0011
H -1.246 -4.688 3.026 0.0056 -0.0003 -0.0087
H 1.361 -3.076 2.868 0.0143 0.0142 -0.0094
H 1.893 -3.587 -3.320 0.0051 -0.0063 -0.0101
H 0.753 4.265 1.729 -0.0113 0.0007 -0.0012
H 1.010 -2.677 -5.435 0.0007 -0.0040 -0.0014
H 3.395 -3.305 1.540 -0.0053 -0.0090 0.0062
H -3.889 3.986 -4.456 0.0013 0.0040 -0.0092
H 1.295 -2.558 -1.176 -0.0200 0.0085 -0.0436
H 0.316 -1.755 4.543 -0.0013 0.0020 0.0005
H 3.969 1.894 0.047 0.0022 -0.0039 -0.0034
H 1.872 -1.461 2.398 -0.0109 -0.0080 -0.0123
H 2.398 5.988 2.399 -0.0014 0.0014 0.0009
H 2.765 -2.332 0.229 0.0068 -0.0013 0.0148
H -2.267 -1.473 2.872 0.0136 0.0026 0.0026
H -1.297 -1.444 5.159 -0.0046 -0.0025 0.0009
```
Forces are in eV/Å.

Output
HOMO-LUMO gap = 5.96 eV
Total charge = +3
Relative energy (zero: lowest compared OMol25 entry of this formula, charge and spin) = 17.4 kcal per mole

---

4.
Below is a structure of composition C27H28BIrN4O4PS at a distorted geometry, with properties calculated with ωB97M-V/def2-TZVPD.

```
67
Properties=species:S:1:pos:R:3:forces:R:3
Ir 0.456 0.711 -0.342 2.1083 1.0853 1.7212
S 1.954 3.004 -0.791 -0.9397 -1.3347 -0.3476
P 1.481 -1.373 -0.686 -0.3106 0.2360 0.3203
O 2.198 0.514 0.993 -0.7481 -0.5333 -0.2038
O -1.358 2.920 0.210 0.1810 0.0541 0.2571
O -1.581 2.650 -2.043 0.2156 -0.0903 -0.4403
O 4.413 0.316 1.096 -0.0514 0.0860 0.1740
N -1.274 -0.244 0.585 0.7891 0.3490 -1.3735
N 3.498 3.090 1.410 0.0800 -0.0112 0.1314
N -3.159 -1.311 0.739 0.0980 0.0595 0.1504
N 1.365 3.165 1.847 0.0290 -0.1739 0.0874
C 1.009 -3.881 -4.479 0.0330 -0.0112 0.0520
C 0.888 -1.774 -3.336 0.0147 -0.0500 0.0869
C 3.463 2.977 2.870 0.0425 0.1371 0.0172
C 3.340 0.008 0.620 0.3035 -0.0597 -0.2012
C 3.247 -1.037 -0.485 -0.1137 0.1328 -0.0536
C 1.951 2.899 3.162 -0.0376 -0.0418 0.0215
C -1.561 -0.414 1.920 0.2591 0.0837 0.0991
C -4.469 4.871 -0.168 -0.0150 -0.0209 -0.0202
C 1.035 -2.461 0.691 -0.2455 0.0287 -0.0559
C -0.569 -4.017 1.604 -0.0080 0.0292 0.0185
C 1.570 -3.762 -2.141 0.0469 0.0205 0.0606
C -2.360 -0.851 -1.595 -0.0411 -0.0850 -0.0155
C 1.765 -2.525 1.875 0.0296 -0.0353 -0.0683
C -2.486 3.598 -0.209 -0.0567 0.0488 -0.2519
C 1.304 -2.395 -2.158 -0.4733 0.4784 -0.2310
C -2.254 -0.792 -0.114 -0.1078 0.0243 -0.0263
C -3.415 4.288 0.533 0.1101 0.0225 0.1255
C -4.573 4.749 -1.549 -0.0517 -0.0279 0.0318
C -3.645 4.016 -2.284 0.1233 -0.0667 -0.1439
C 1.425 -4.499 -3.305 0.0499 0.0084 -0.0237
C -2.609 3.448 -1.581 0.0163 0.1165 0.2674
C -0.148 -3.195 0.574 0.0963 -0.0609 -0.0131
C 0.183 -4.104 2.769 -0.0177 0.0242 -0.0037
C 1.340 -3.352 2.905 -0.0226 -0.0038 0.0316
C -2.735 -1.079 2.029 -0.0806 -0.0139 -0.0283
C 2.286 3.065 0.890 -0.1018 0.3298 0.1543
C 0.737 -2.521 -4.495 0.0236 0.0307 -0.0492
B -0.827 2.303 -0.942 -1.0499 -0.8701 0.0667
H 2.668 -1.944 2.004 0.0169 -0.0318 0.0183
H 4.315 2.821 0.886 -0.1027 -0.0695 -0.1116
H 0.905 -4.467 -5.382 -0.0347 0.0171 -0.0090
H 3.657 -0.624 -1.409 -0.0741 0.0442 -0.0185
H 1.640 -5.559 -3.299 -0.0057 -0.0020 0.0074
H -0.727 -3.134 -0.340 0.0071 -0.0730 -0.0032
H 0.412 -2.040 -5.408 0.0086 -0.0024 -0.0046
H -1.683 -0.121 -2.036 -0.0352 0.0285 0.0269
H 0.682 -0.710 -3.329 -0.0305 -0.0058 -0.0578
H -1.480 -4.593 1.502 0.0102 -0.0162 -0.0207
H 1.626 3.636 3.893 0.0206 0.0198 -0.0152
H -5.398 5.223 -2.063 -0.0128 -0.0192 0.0029
H 1.886 -4.246 -1.225 -0.0121 -0.0308 -0.0129
H -2.080 -1.839 -1.969 -0.0063 -0.0075 0.0064
H -0.134 -4.759 3.570 -0.0069 0.0139 0.0095
H 3.817 -1.935 -0.248 0.0035 0.0102 0.0476
H 0.383 3.045 1.645 0.0113 0.1322 -0.1056
H -5.225 5.417 0.379 0.0152 0.0362 -0.0151
H -3.376 -0.635 -1.924 -0.0069 -0.0021 0.0090
H 3.928 3.851 3.324 -0.0138 -0.0063 0.0148
H 1.662 1.903 3.502 0.0061 0.0026 0.0039
H -4.014 -1.772 0.478 0.0114 0.0163 -0.0520
H -3.298 -1.395 2.888 0.0066 0.0033 0.0058
H 3.996 2.080 3.177 -0.0188 -0.0141 -0.0199
H -0.905 -0.054 2.692 0.0153 -0.0148 -0.0034
H -3.335 4.369 1.608 0.0298 0.0318 -0.0064
H 1.916 -3.411 3.819 0.0279 -0.0011 -0.0170
H -3.729 3.888 -3.354 -0.0069 0.0457 -0.0033
```
Forces are in eV/Å.

Output
HOMO-LUMO gap (spin up / spin down) = 6.79 / 6.79 eV
Total charge = +1
Relative energy (zero: lowest compared OMol25 entry of this formula, charge and spin) = 70.8 kcal per mole

---

The following calculated total energy values (in eV) correspond, in order, to the records above: -50817.101 -75379.590 -103139.172 -66241.346.